No. 1
Here is a 5-piece molecular cluster, C30H38BrCl3F12INO11P overall at a distorted geometry from OMol25. Energies are from ωB97M-V/def2-TZVPD.

* HOMO level: -12.465 eV
* net charge: +1

Each line ends with the Mulliken charge.
Element x y z (Å)
C: 2.3172 -1.1809 0.6680  -0.92
C: 2.9694 -2.1933 1.6592  0.41
Cl: 3.8519 -1.4957 3.0521  -0.18
C: 2.8883 -3.5490 1.5031  -0.76
Cl: 3.6453 -4.5803 2.7463  -0.11
C: 2.1532 -4.1201 0.2676  -0.70
C: 0.7611 -4.4716 0.3880  0.44
N: -0.0067 -4.9993 -0.6467  0.25
C: -1.4143 -5.3400 -0.3176  -1.26
C: -2.5033 -4.4803 -1.0817  -0.49
C: -3.5539 -3.7716 -0.1443  -0.46
Br: -4.0407 -2.0588 -1.0511  -0.14
C: 0.5714 -5.2052 -1.8895  -1.09
I: -0.6262 -6.0594 -3.4796  0.25
C: 2.0020 -4.8820 -2.1516  1.48
P: 2.6589 -5.1824 -3.8611  1.05
O: 4.0765 -4.8062 -4.0462  -0.66
O: 1.7834 -4.3614 -5.0306  -0.48
O: 2.5608 -6.8337 -4.0979  -0.43
C: 2.8249 -4.3397 -1.0409  0.58
C: 4.3289 -4.0207 -1.2137  -1.49
C: 5.2365 -5.3459 -1.2313  0.32
C: 5.9245 -5.6532 0.1565  -1.03
Cl: 6.5924 -5.2174 -2.4570  -0.17
H: 3.0129 -0.8196 -0.1283  0.31
H: 1.3636 -1.6083 0.2512  0.25
H: 2.0090 -0.2943 1.2926  0.30
H: 0.2873 -4.3113 1.3893  0.41
H: -1.5528 -6.4414 -0.4552  0.39
H: -1.5691 -5.1464 0.7819  0.44
H: -2.0066 -3.7716 -1.8037  0.51
H: -3.0673 -5.2014 -1.7415  0.30
H: -3.1580 -3.5855 0.8894  0.46
H: -4.5063 -4.3572 -0.1208  0.22
H: 1.3769 -3.5657 -4.6351  0.39
H: 2.2553 -6.9933 -5.0123  0.35
H: 4.5678 -3.4188 -2.1312  0.62
H: 4.7095 -3.4141 -0.3429  0.52
H: 4.5382 -6.1904 -1.4705  0.32
H: 5.5021 -5.0908 1.0224  0.14
H: 7.0072 -5.3575 0.0804  0.37
H: 5.9317 -6.7668 0.3014  0.32
C: -3.1214 1.2630 -0.2145  -0.95
C: -2.5277 2.6176 -0.5407  -0.41
O: -1.1772 2.7141 -0.0511  -0.24
C: -0.2319 2.1712 -0.8236  0.24
O: -0.4323 1.6177 -1.8672  -0.54
C: 1.1463 2.3974 -0.2009  1.08
F: 1.1603 2.1470 1.1226  -0.29
F: 1.5510 3.6683 -0.3575  -0.27
F: 2.0921 1.6169 -0.7460  -0.27
H: -3.0516 1.0599 0.8563  0.29
H: -4.1697 1.2212 -0.5132  0.44
H: -2.5833 0.4643 -0.7264  0.22
H: -3.0955 3.4006 -0.0379  0.35
H: -2.5668 2.8274 -1.6108  0.35
C: -9.3256 -2.7381 -4.2446  -1.12
C: -7.8342 -2.8917 -4.0303  -0.22
O: -7.5646 -3.5568 -2.7821  -0.28
C: -7.6475 -4.8911 -2.7998  0.34
O: -7.9275 -5.5469 -3.7604  -0.50
C: -7.2915 -5.4588 -1.4246  0.87
F: -7.8761 -4.7840 -0.4225  -0.26
F: -5.9554 -5.4082 -1.1964  -0.28
F: -7.6557 -6.7365 -1.2869  -0.24
H: -9.7852 -2.2306 -3.3943  0.31
H: -9.5256 -2.1622 -5.1489  0.37
H: -9.8123 -3.7101 -4.3383  0.32
H: -7.3678 -1.9084 -3.9636  0.31
H: -7.3597 -3.4191 -4.8597  0.32
C: 0.6844 7.3129 0.4742  -1.23
C: 0.4020 6.0847 1.3132  0.32
O: -0.2158 6.4506 2.5597  -0.36
C: -1.5354 6.6614 2.5180  0.38
O: -2.2113 6.5693 1.5329  -0.52
C: -2.0612 6.9943 3.9155  0.84
F: -1.2788 7.8789 4.5578  -0.24
F: -2.1231 5.8945 4.6916  -0.25
F: -3.2922 7.5180 3.8838  -0.24
H: 1.2790 8.0338 1.0382  0.29
H: 1.2265 7.0418 -0.4329  0.39
H: -0.2405 7.8163 0.1872  0.36
H: 1.3395 5.5886 1.5650  0.37
H: -0.2122 5.3607 0.7748  -0.11
C: 4.7740 6.1997 5.0972  -1.11
C: 4.0948 7.5506 5.1877  -0.17
O: 4.8244 8.5378 4.4388  -0.32
C: 4.5902 8.5655 3.1231  0.38
O: 3.8344 7.8342 2.5484  -0.52
C: 5.3932 9.6899 2.4663  0.88
F: 6.6633 9.7317 2.9038  -0.24
F: 4.8524 10.8943 2.7251  -0.26
F: 5.4461 9.5643 1.1340  -0.24
H: 5.8174 6.2729 5.4100  0.32
H: 4.2660 5.4719 5.7317  0.37
H: 4.7728 5.8261 4.0717  0.29
H: 4.0875 7.8911 6.2233  0.32
H: 3.0561 7.5031 4.8558  0.28



No. 2
Here is C30H38Cl4MgN4O2P as an isolated structure from OMol25. Energies are from ωB97M-V/def2-TZVPD.

* HOMO level: -4.143 eV
* energy above the lowest of the compared OMol25 structures with the same formula, charge and spin: 14.5 kJ/mol
* net charge: -1

Each line ends with the natural charge from an NBO analysis.
Element x y z (Å)
Mg: 0.3526 0.1774 0.3668  1.79
C: 1.8081 2.4326 2.1778  -0.28
N: 1.5711 1.8029 0.8822  -0.62
C: 2.1715 2.2441 -0.1571  0.17
C: 1.9295 1.6566 -1.4517  -0.05
C: 2.5157 1.9559 -2.6777  -0.27
C: 1.9145 1.0947 -3.6075  -0.36
C: 1.0032 0.3241 -2.8829  -0.04
N: 0.9995 0.6496 -1.5800  -0.67
C: 0.9736 3.6811 2.3500  0.06
C: 1.5588 4.9160 2.5859  -0.24
C: 0.7729 6.0550 2.7332  -0.22
C: -0.6049 5.9606 2.6464  -0.23
C: -1.1976 4.7228 2.4124  -0.20
C: -0.4171 3.5899 2.2632  -0.25
H: 2.8729 2.6551 2.3078  0.18
H: 1.5312 1.7064 2.9458  0.23
H: 2.8907 3.0682 -0.0967  0.17
H: 3.2729 2.7037 -2.8583  0.21
H: 2.1063 1.0315 -4.6671  0.21
H: 0.3551 -0.4580 -3.2537  0.19
H: 2.6385 4.9897 2.6547  0.20
H: 1.2422 7.0139 2.9161  0.20
H: -1.2199 6.8443 2.7622  0.21
H: -2.2757 4.6372 2.3516  0.22
H: -0.8824 2.6284 2.0700  0.26
Cl: -1.2929 -2.0113 6.5275  -0.01
C: -1.3444 -1.2487 4.9692  -0.11
C: -2.3916 -0.4233 4.6282  -0.11
Cl: -3.6841 -0.1222 5.7465  -0.01
C: -2.4105 0.1849 3.3611  -0.16
Cl: -3.7072 1.2547 2.9090  -0.02
C: -1.4045 -0.0265 2.4280  0.32
O: -1.3831 0.5299 1.2423  -0.94
C: -0.2999 -0.8830 2.7916  0.26
O: 0.6496 -1.0511 1.9120  -0.93
C: -0.3054 -1.4706 4.0513  -0.14
Cl: 1.0464 -2.4875 4.4607  -0.02
C: 1.5462 -4.2206 1.0682  -0.61
C: 2.7523 -3.2895 0.9923  -0.73
P: 2.5156 -2.0097 -0.2988  0.84
C: 4.0705 -1.0050 -0.2107  -0.72
C: 5.3268 -1.6464 0.3716  -0.61
C: 2.7452 -2.9439 -1.8725  -0.72
C: 4.0770 -3.6330 -2.1474  -0.61
H: 1.6223 -4.8900 1.9266  0.21
H: 1.4537 -4.8403 0.1722  0.19
H: 0.6323 -3.6377 1.1842  0.24
H: 3.6798 -3.8518 0.8478  0.20
H: 2.8306 -2.7430 1.9355  0.25
H: 3.8203 -0.1175 0.3764  0.23
H: 4.2445 -0.6354 -1.2266  0.23
H: 5.1732 -1.9380 1.4112  0.21
H: 6.1648 -0.9453 0.3511  0.20
H: 5.6305 -2.5406 -0.1743  0.20
H: 2.5214 -2.2258 -2.6674  0.23
H: 1.9303 -3.6745 -1.8997  0.22
H: 4.8887 -2.9086 -2.2334  0.20
H: 4.0435 -4.1944 -3.0843  0.20
H: 4.3445 -4.3360 -1.3558  0.20
C: -1.0394 3.3080 -1.7126  -0.27
C: -1.9428 4.2679 -2.5320  -0.25
N: -3.3202 3.7644 -2.5695  -0.43
C: -3.7860 3.5706 -1.1911  -0.26
C: -2.9095 2.5169 -0.4630  -0.25
N: -1.7999 2.1197 -1.3261  -0.42
C: -2.3330 1.4927 -2.5312  -0.26
C: -3.3153 2.4633 -3.2435  -0.25
H: -0.6846 3.7888 -0.7968  0.20
H: -0.1643 2.9902 -2.2826  0.22
H: -1.5923 4.3573 -3.5639  0.19
H: -1.9538 5.2714 -2.0987  0.19
H: -4.8341 3.2621 -1.2231  0.19
H: -3.7439 4.5396 -0.6863  0.19
H: -3.4706 1.6208 -0.1964  0.22
H: -2.4977 2.9024 0.4682  0.21
H: -2.8345 0.5649 -2.2440  0.20
H: -1.4914 1.2354 -3.1765  0.20
H: -4.3371 2.0750 -3.2306  0.19
H: -3.0340 2.6184 -4.2886  0.19



The records above yield LUMO values of -4.746, 2.561 eV, respectively.
The records above yield Kohn-Sham gap values of 0.284, 0.246 Ha, respectively.